C44H35BrN8OP2SSe3Tc | wB97M-V/def2-TZVPD

Results
- Molar mass: 1200.6 g/mol
- Calculated total energy: -13150.99007 hartree
- Max |F|: 3.36 eV/Å

```
! wB97M-V def2-TZVPD RIJCOSX def2/J DEFGRID3
* xyz 0 4
H 5.788 -0.282 7.907
H -5.520 1.830 -2.893
O -1.904 0.771 5.813
C -5.628 -1.163 -4.468
C -0.269 0.193 -1.470
C 0.711 -7.569 1.879
S 2.724 -1.122 1.248
H -6.336 -1.847 -4.910
C 1.816 -5.690 2.885
H -2.899 -1.254 4.511
H -2.640 4.600 -2.620
H 0.201 5.177 -0.947
C -4.906 3.280 0.206
Tc 0.669 -2.145 0.721
H -4.271 1.324 -0.421
C 1.059 0.689 -5.288
C 0.336 0.058 3.034
C -0.164 0.695 4.147
C -6.075 0.016 -3.892
C -3.389 2.877 -1.602
C 4.827 0.301 4.717
N 2.140 -3.054 3.030
C -4.204 2.391 -0.584
N 3.470 -1.416 3.858
P -2.531 1.713 -2.711
H 2.558 -5.270 3.549
P 1.179 0.573 -2.477
H 4.559 -1.354 6.036
H 2.234 -7.721 3.380
H -2.310 -0.792 -3.951
N 4.131 -0.288 3.691
C -4.275 -1.463 -4.485
H -0.284 2.779 -1.107
H 2.125 6.139 -2.159
C -3.820 0.592 -3.332
H -7.131 0.246 -3.883
C -3.372 -0.583 -3.923
H 1.500 1.673 -5.225
C 4.981 -0.367 5.936
H -3.895 6.190 -1.194
Se 3.018 -0.328 -1.926
C 0.727 -0.007 -4.135
H -0.573 -2.804 -5.500
C 0.567 3.191 -1.634
H -3.923 -2.379 -4.936
H -5.549 2.907 0.992
H -1.374 1.505 6.150
H 4.115 0.165 2.773
C 0.156 -1.271 -4.211
H -0.534 -4.693 0.637
Se 1.232 -3.350 -1.194
H -0.804 -7.101 0.433
H -5.353 5.335 0.604
C -3.979 5.127 -1.023
C -1.371 -1.435 3.019
C 6.037 2.177 5.601
H 5.240 2.101 3.614
H -0.007 -1.567 -7.565
C 0.791 0.121 -6.521
H 3.597 4.678 -3.499
C -4.798 4.646 -0.015
C 0.200 -1.130 -6.600
C 5.662 0.240 6.969
Br -2.188 -2.916 2.190
N -0.231 -1.011 2.479
C 1.062 -4.813 2.094
H 1.240 0.416 2.563
C 0.095 -5.342 1.232
N -0.288 -0.663 -0.425
N -2.325 0.003 -0.668
H 6.447 3.167 5.475
C 6.187 1.515 6.810
C 0.838 4.544 -1.547
C 1.921 5.081 -2.225
H 0.601 -8.638 1.770
Se -1.498 2.642 -4.285
C -0.066 -6.709 1.119
C -1.972 -0.867 4.121
C 2.746 4.262 -2.978
N -1.529 -0.748 0.020
C 2.780 -1.913 2.879
C -1.603 0.619 -1.614
C -3.275 4.243 -1.820
C 2.492 2.907 -3.053
C 1.386 2.373 -2.400
C -1.347 0.225 4.726
H 0.362 1.541 4.562
H 1.046 0.659 -7.421
N 1.338 -3.445 2.074
H 6.704 1.993 7.626
H 3.159 2.247 -3.591
C 1.638 -7.052 2.772
C -5.173 0.903 -3.329
H -0.050 -1.829 -3.303
C -0.119 -1.826 -5.447
C 5.363 1.581 4.554
*
```



C5H14 | wB97M-V/def2-TZVPD

Results
- Molar mass: 74.2 g/mol
- Calculated total energy: -198.88500 hartree
- Max |F|: 0.81 eV/Å
- SMILES: CCC.CC

```
! wB97M-V def2-TZVPD RIJCOSX def2/J DEFGRID3
* xyz 0 1
H 2.096 -1.958 -0.309
H -4.244 -0.594 0.643
H 3.387 1.211 -0.344
H -2.964 -1.215 -0.452
H 1.033 -1.406 -1.561
H 3.348 0.144 1.035
H -3.866 0.201 -0.881
C 1.878 -1.103 -0.939
H 0.905 -0.175 0.783
H 2.715 -0.875 -1.592
H -1.828 -0.012 1.412
H -2.677 1.463 0.980
C 2.736 0.827 0.443
H 0.839 0.773 -0.615
C -2.323 0.508 0.601
C 1.505 0.100 -0.073
H 2.496 1.683 1.080
C -3.432 -0.330 -0.032
H -1.605 0.757 -0.179
*
```



C9H8N2O | wB97M-V/def2-TZVPD

Results
- Molar mass: 160.2 g/mol
- Calculated total energy: -532.33473 hartree
- Max |F|: 7.10 eV/Å
- SMILES: COc1cc2ccccc2nn1

```
! wB97M-V def2-TZVPD RIJCOSX def2/J DEFGRID3
* xyz 0 1
C -2.484 -2.968 0.332
H 1.228 4.122 -0.821
C 1.261 3.039 -0.400
C -0.506 -1.560 0.134
N -1.522 -0.919 -0.307
N -1.295 0.366 -0.778
H -2.511 -4.104 0.514
C 0.967 0.333 0.079
O -1.056 -2.596 0.949
C 2.210 0.960 0.269
H 1.551 -1.856 0.604
H -2.366 -2.700 -0.649
H 3.356 2.662 0.702
H 3.020 0.110 0.640
C 2.304 2.300 0.196
H -3.246 -2.566 0.961
C -0.105 0.969 -0.481
H -0.664 2.894 -1.155
C 0.119 2.329 -0.689
C 0.869 -1.055 0.426
*
```



C16H21BIrN4O6S | wB97M-V/def2-TZVPD

Results
- Molar mass: 600.5 g/mol
- Calculated total energy: -1819.74797 hartree
- Max |F|: 3.44 eV/Å

```
! wB97M-V def2-TZVPD RIJCOSX def2/J DEFGRID3
* xyz 1 1
C -0.244 3.359 -1.059
H 2.573 -1.970 -3.372
H -1.547 2.476 2.473
H -2.710 -1.118 4.034
H -1.872 -0.346 -2.087
O 4.151 -2.606 0.681
O 1.986 -0.444 -1.383
H 0.123 3.630 -2.038
H -1.888 -0.539 -0.328
C -1.259 -0.334 -1.191
H -1.607 -2.901 -0.720
H 1.016 -2.778 -3.578
O 4.192 -1.371 1.001
S 1.231 2.003 2.430
H 1.691 2.878 -0.262
H 0.688 -3.702 3.506
C 0.163 -2.758 3.430
H 1.960 -2.997 -2.086
C 1.670 -2.293 -2.860
H 1.486 0.068 -4.001
O 2.610 2.080 1.960
H -1.714 -3.429 4.284
N -2.485 3.853 -1.743
O 0.900 2.474 3.729
H -0.816 0.650 -1.057
O 0.493 -1.375 0.033
B 1.683 -0.761 -0.123
H -1.223 -2.857 -2.443
C 0.631 2.948 -0.078
C 0.143 2.639 1.185
C -1.693 -1.338 3.733
H -2.147 4.176 -2.634
N 1.036 0.368 2.282
H -3.459 3.993 -1.528
N -1.015 -0.333 3.217
C 0.997 -1.064 -2.254
C 0.622 -0.091 -3.362
C -0.806 -2.780 -1.444
N 0.832 -1.753 2.926
H -0.177 -0.527 -3.954
H 0.302 0.868 -2.970
C -1.625 3.455 -0.786
H -0.084 -3.575 -1.293
H -3.151 3.196 0.715
C -1.152 -2.608 3.873
C 0.235 -0.545 2.830
C -0.170 -1.410 -1.256
C -2.096 3.117 0.501
C -1.213 2.719 1.477
Ir 2.738 -0.350 1.591
*
```



C3H12O2S | wB97M-V/def2-TZVPD

Results
- Molar mass: 112.2 g/mol
- Calculated total energy: -670.10602 hartree
- Max |F|: 4.93 eV/Å
- SMILES: CCSC.O.O

```
! wB97M-V def2-TZVPD RIJCOSX def2/J DEFGRID3
* xyz 0 1
H 3.480 -2.241 0.141
H -4.593 1.669 0.858
H 2.863 -0.690 -0.728
H -0.396 -2.126 1.038
H 1.298 -1.525 1.268
C 0.391 -1.543 0.647
O -4.135 1.222 1.651
C 2.843 -1.716 -0.652
O -0.997 3.727 -1.130
H 3.279 -2.262 -1.543
C 0.028 -0.057 0.149
H 0.017 0.562 1.168
S 1.201 -2.361 -0.793
H -4.158 0.242 1.447
H -0.591 3.086 -0.514
H -0.491 3.730 -1.969
H -0.856 -0.097 -0.522
H 0.816 0.378 -0.516
*
```



C44H36IrN4O3PS | wB97M-V/def2-TZVPD

Results
- Molar mass: 924.1 g/mol
- Calculated total energy: -2986.78114 hartree
- Max |F|: 1.17 eV/Å

```
! wB97M-V def2-TZVPD RIJCOSX def2/J DEFGRID3
* xyz 1 2
H -5.593 0.506 -1.847
C -2.372 4.418 -1.667
C 4.654 -0.023 5.231
C -6.185 -0.413 -1.850
C 3.522 -1.386 0.207
H 0.668 1.429 4.871
H 4.900 1.224 -3.711
N -0.321 0.522 1.798
H 0.920 3.705 -1.975
H -3.054 5.257 -1.713
O -6.179 -1.026 -0.566
C 3.993 2.542 -0.730
C 3.698 -0.353 4.284
C -1.438 -3.493 -1.927
C 2.141 1.377 -1.758
H 3.553 -1.384 3.990
H -1.858 -2.959 3.892
C -1.311 1.725 4.082
H -2.283 -4.437 3.028
C 1.883 0.300 2.702
Ir 0.618 -0.655 0.359
N 2.138 -0.344 1.597
C -2.615 -1.710 -0.099
C 0.187 -0.235 -5.410
C -0.770 -3.614 -4.225
C 2.954 1.058 -2.838
H -3.147 1.898 2.953
H -5.804 -1.096 -2.612
C -1.016 4.612 -1.870
C -0.071 -1.573 -5.398
C -5.041 -2.039 1.195
C 4.276 1.485 -2.867
H 4.894 -2.345 -0.956
C 2.680 2.107 -0.695
H -3.703 -0.801 -1.676
C 4.085 2.301 5.008
H -2.361 1.069 -1.177
C -1.409 -2.883 1.797
H -5.994 -2.158 1.691
C 3.121 1.971 4.067
H 5.824 2.566 -1.851
H -0.635 5.603 -2.079
H 4.239 3.336 5.281
H -1.896 -3.962 -1.066
H 0.420 0.276 -6.335
C 0.007 1.308 4.025
C -2.856 3.140 -1.411
C -0.509 -1.499 -2.989
H 5.251 -0.803 5.686
C -1.544 -3.638 3.095
H -2.175 0.804 0.952
C -0.612 2.256 -1.555
C -1.584 0.955 1.848
H -0.032 -2.151 -6.313
C 4.850 1.303 5.594
H -3.933 -2.977 2.725
C 2.921 0.643 3.699
C -0.055 -0.137 -2.994
H -3.916 2.983 -1.258
H -1.701 2.175 4.985
C 0.493 0.722 2.862
H 2.069 2.321 0.176
H 0.524 1.512 -4.201
H -7.222 -0.174 -2.062
H -0.666 -4.155 -5.157
H -0.574 -4.055 3.346
H -1.481 -5.287 -3.120
C -1.107 -2.174 -1.886
C -5.004 -1.425 -0.061
H 5.531 -1.537 0.442
H 4.396 3.107 0.100
C -0.134 3.539 -1.811
C -1.229 -4.236 -3.105
C 0.219 0.471 -4.193
C -3.781 -1.260 -0.702
C -2.622 -2.356 1.138
H 2.528 2.752 3.605
P 0.445 0.774 -1.490
N 4.762 -1.726 -0.178
S 2.202 -1.906 -0.799
H 2.578 0.448 -3.649
C -0.435 -2.236 -4.200
O -1.451 -1.385 -0.788
C -1.981 2.069 -1.357
H 5.600 1.558 6.331
C 4.795 2.234 -1.823
O -0.298 -2.728 1.315
C -2.119 1.564 2.966
N 3.414 -0.692 1.315
C -3.877 -2.494 1.760
*
```



Repeat the third record exactly.
C9H8N2O | wB97M-V/def2-TZVPD

Results
- Molar mass: 160.2 g/mol
- Calculated total energy: -532.33473 hartree
- Max |F|: 7.10 eV/Å
- SMILES: COc1cc2ccccc2nn1

```
! wB97M-V def2-TZVPD RIJCOSX def2/J DEFGRID3
* xyz 0 1
C -2.484 -2.968 0.332
H 1.228 4.122 -0.821
C 1.261 3.039 -0.400
C -0.506 -1.560 0.134
N -1.522 -0.919 -0.307
N -1.295 0.366 -0.778
H -2.511 -4.104 0.514
C 0.967 0.333 0.079
O -1.056 -2.596 0.949
C 2.210 0.960 0.269
H 1.551 -1.856 0.604
H -2.366 -2.700 -0.649
H 3.356 2.662 0.702
H 3.020 0.110 0.640
C 2.304 2.300 0.196
H -3.246 -2.566 0.961
C -0.105 0.969 -0.481
H -0.664 2.894 -1.155
C 0.119 2.329 -0.689
C 0.869 -1.055 0.426
*
```